# 1
78
Properties=species:S:1:pos:R:3 method="wB97M-V/def2-TZVPD" e_lumo_ev="-3.6 / -3.7" spin_multiplicity=1 gap_ev="6.59 / 6.57" total_charge=+1
Os 0.87 -0.80 -0.11
C 1.28 -3.84 0.03
N 0.25 -2.80 -0.26
C -0.27 -3.08 -1.62
C -0.86 -2.95 0.73
C -0.47 -2.26 2.00
C -0.94 -2.63 3.25
C -0.59 -1.87 4.36
C 0.23 -0.76 4.22
C 0.72 -0.40 2.97
C 0.38 -1.14 1.84
H 0.82 -4.82 -0.06
H 1.66 -3.71 1.04
H 2.09 -3.75 -0.69
H -0.68 -4.09 -1.65
H 0.54 -2.98 -2.34
H -1.05 -2.36 -1.85
H -1.10 -4.02 0.84
H -1.73 -2.45 0.29
H -1.59 -3.49 3.37
H -0.95 -2.15 5.34
H 0.50 -0.18 5.09
H 1.38 0.46 2.87
S 2.39 -0.66 -2.16
C 3.47 -1.22 -0.96
N 2.92 -1.46 0.20
C 3.84 -1.92 1.14
C 3.59 -2.30 2.46
C 4.64 -2.76 3.22
C 5.94 -2.85 2.70
C 6.20 -2.48 1.39
C 5.14 -2.02 0.62
S 5.17 -1.52 -1.05
H 2.59 -2.23 2.87
H 4.47 -3.05 4.25
H 6.74 -3.21 3.32
H 7.19 -2.56 0.98
C 0.71 2.88 -2.57
C -0.02 2.99 -1.22
C -0.67 4.38 -1.13
C 1.07 2.87 -0.14
P -1.27 1.60 -1.04
N -0.53 0.24 -0.62
C -2.15 1.26 -2.66
C -2.70 2.51 -3.34
C -3.32 0.30 -2.39
C -1.19 0.53 -3.62
C -2.47 1.91 0.36
C -3.13 0.59 0.79
C -1.70 2.40 1.60
C -3.56 2.92 0.00
H 1.52 3.61 -2.56
H 0.08 3.10 -3.42
H 1.17 1.90 -2.71
H 0.11 5.12 -1.33
H -1.08 4.60 -0.15
H -1.45 4.53 -1.88
H 1.81 3.64 -0.35
H 1.59 1.91 -0.19
H 0.71 3.02 0.87
H -3.42 3.05 -2.72
H -3.22 2.20 -4.25
H -1.92 3.21 -3.64
H -4.12 0.77 -1.83
H -2.99 -0.60 -1.86
H -3.72 -0.01 -3.35
H -0.47 1.19 -4.09
H -1.79 0.08 -4.41
H -0.64 -0.28 -3.13
H -2.38 -0.15 1.08
H -3.78 0.16 0.04
H -3.74 0.80 1.67
H -0.90 1.71 1.88
H -2.40 2.44 2.43
H -1.29 3.40 1.48
H -4.26 2.53 -0.74
H -3.17 3.87 -0.35
H -4.14 3.13 0.91

=====

# 2
78
Properties=species:S:1:pos:R:3 method="wB97M-V/def2-TZVPD" e_above_lowest_ev=8.012 e_lumo_ev=-8.1 spin_multiplicity=1 gap_ev=3.80 total_charge=+2
C -5.32 -3.41 1.91
C -4.33 -3.54 0.90
C -4.54 -4.66 0.08
C -5.60 -5.56 0.26
N -6.50 -5.40 1.25
C -6.37 -4.34 2.05
C -3.18 -2.67 0.69
C -2.39 -1.74 0.96
C -1.23 -1.47 1.82
C -1.39 -0.22 2.49
C -0.17 0.37 2.95
C 1.08 -0.21 2.74
C 1.05 -1.59 2.60
C -0.05 -2.20 2.01
Be -1.85 -0.05 0.90
P -0.36 1.96 -1.12
H -3.83 -4.86 -0.72
H -5.28 -2.59 2.63
H -5.76 -6.45 -0.38
H -7.15 -4.27 2.86
H 0.04 -3.24 1.71
H -2.37 0.16 2.79
H 2.03 -2.07 2.65
H -0.55 1.20 3.60
C 1.10 3.09 -1.36
C 1.25 3.72 -2.72
H 1.93 2.44 -1.06
H 0.86 3.81 -0.57
H 2.08 4.43 -2.72
H 1.50 3.01 -3.51
H 0.38 4.28 -3.05
C -0.98 1.66 -2.76
C -2.44 1.19 -2.67
H -0.32 0.83 -3.13
H -0.81 2.61 -3.32
H -2.66 0.42 -3.41
H -2.69 0.76 -1.69
H -3.03 2.09 -2.88
C -1.53 3.29 -0.61
C -1.79 4.44 -1.60
H -1.01 3.58 0.33
H -2.42 2.64 -0.47
H -2.65 5.06 -1.30
H -0.95 5.15 -1.70
H -2.04 4.12 -2.63
Br 2.55 0.31 1.51
P 3.01 -1.53 -1.38
C 2.58 0.15 -1.90
C 2.91 0.28 -3.39
H 3.17 0.84 -1.25
H 1.49 0.34 -1.83
H 2.17 0.91 -3.89
H 3.89 0.73 -3.54
H 2.89 -0.70 -3.85
C 4.40 -1.63 -0.11
C 5.37 -2.80 -0.29
H 3.85 -1.78 0.83
H 5.00 -0.70 0.00
H 6.19 -2.71 0.42
H 4.91 -3.77 -0.06
H 5.79 -2.86 -1.28
C 1.65 -2.40 -0.58
C 1.13 -3.71 -1.24
H 0.81 -1.69 -0.49
H 2.08 -2.66 0.41
H 0.36 -4.15 -0.56
H 0.61 -3.49 -2.20
H 1.91 -4.48 -1.43
C 1.78 2.17 3.78
C 0.86 2.85 2.80
C 0.73 4.36 2.78
O 0.31 2.34 1.78
H 2.07 2.81 4.63
H 2.61 1.77 3.13
H 1.27 1.35 4.31
H 1.26 4.58 1.86
H -0.34 4.48 2.59
H 0.97 5.02 3.61

=====

# 3
79
Properties=species:S:1:pos:R:3 method="wB97M-V/def2-TZVPD" e_above_lowest_ev=0.000 e_lumo_ev=-6.5 spin_multiplicity=1 gap_ev=7.32 total_charge=+2
N -4.90 -0.69 2.87
C -3.89 0.02 3.41
C -2.89 0.65 2.68
C -2.86 0.54 1.26
C -3.94 -0.19 0.70
C -4.90 -0.77 1.53
C -1.83 1.20 0.47
Hg 0.00 0.00 0.00
P 1.87 0.68 -1.35
C -1.72 1.09 -0.94
C -1.29 2.18 -1.83
C -1.59 2.13 -3.21
C -1.17 3.13 -4.09
C -0.43 4.21 -3.60
C -0.15 4.32 -2.23
C -0.59 3.32 -1.36
Br 0.22 5.55 -4.80
H -1.43 2.11 0.94
H -2.37 0.36 -1.44
H -2.12 1.23 3.19
H -4.04 -0.28 -0.39
H -3.90 0.10 4.51
H -5.74 -1.33 1.08
H -2.17 1.28 -3.60
H -0.36 3.41 -0.29
H -1.40 3.06 -5.16
H 0.40 5.18 -1.85
P -0.50 -2.34 -0.52
C 2.67 2.23 -0.66
C 3.47 3.16 -1.58
H 3.28 1.90 0.20
H 1.82 2.79 -0.22
H 3.81 4.05 -1.02
H 4.36 2.67 -2.00
H 2.85 3.52 -2.42
C 1.57 1.08 -3.15
C 2.71 0.97 -4.17
H 1.14 2.10 -3.16
H 0.75 0.41 -3.46
H 2.33 1.21 -5.18
H 3.53 1.68 -3.96
H 3.14 -0.05 -4.22
C 3.27 -0.57 -1.41
C 4.72 -0.10 -1.60
H 2.99 -1.28 -2.21
H 3.19 -1.13 -0.47
H 5.41 -0.96 -1.57
H 4.88 0.42 -2.56
H 5.02 0.59 -0.79
C 0.49 -3.76 0.21
C 2.00 -3.65 0.05
H 0.11 -4.70 -0.24
H 0.23 -3.80 1.29
H 2.52 -4.50 0.53
H 2.30 -3.64 -1.01
H 2.37 -2.72 0.50
C -0.30 -2.74 -2.34
C -1.16 -1.85 -3.24
H -0.53 -3.81 -2.50
H 0.77 -2.59 -2.57
H -0.95 -2.05 -4.31
H -2.24 -2.01 -3.07
H -0.94 -0.79 -3.04
C -2.21 -3.04 -0.21
C -2.55 -3.19 1.27
H -2.30 -4.01 -0.74
H -2.92 -2.35 -0.69
H -3.61 -3.46 1.41
H -1.94 -3.99 1.75
H -2.36 -2.25 1.82
N 1.96 1.82 3.32
C 2.74 0.74 3.16
C 2.25 0.01 2.10
N 1.17 0.64 1.59
C 1.02 1.74 2.36
H 2.07 2.57 4.04
H 3.60 0.49 3.77
H 2.66 -0.92 1.73
H 0.24 2.47 2.24

=====

# 4
92
Properties=species:S:1:pos:R:3 method="wB97M-V/def2-TZVPD" e_lumo_ev="-2.1 / -5.8" spin_multiplicity=2 gap_ev="8.11 / 4.40" total_charge=+1
Pb -4.32 -8.16 15.73
C -1.09 -5.88 15.66
O -0.29 -6.51 14.60
O -2.21 -6.62 15.93
C -0.10 -5.38 16.77
F -0.31 -6.05 17.86
F 1.14 -5.64 16.41
F -0.21 -4.08 17.01
C -0.76 -6.28 13.20
C -0.53 -4.89 12.57
H -0.72 -4.93 11.50
H -1.20 -4.10 12.89
H 0.49 -4.52 12.66
H -1.78 -6.43 12.86
H -0.20 -6.91 12.51
H -1.38 -4.90 15.26
C -7.99 -9.75 15.62
O -8.59 -8.78 16.52
O -6.65 -9.31 15.50
C -8.34 -11.18 16.04
F -7.56 -12.17 15.55
F -8.35 -11.38 17.41
F -9.65 -11.53 15.73
C -10.02 -8.73 16.59
C -10.43 -7.28 16.96
H -10.22 -6.90 17.96
H -10.00 -6.64 16.18
H -11.50 -7.39 16.79
H -10.46 -9.37 17.35
H -10.57 -8.89 15.66
H -8.35 -9.76 14.59
C -5.55 -3.72 16.57
C -6.99 -4.07 16.42
C -6.99 -5.52 15.84
O -5.66 -6.02 16.15
C -4.97 -5.02 16.93
H -5.33 -2.95 17.31
H -5.19 -3.26 15.64
H -7.65 -3.49 15.78
H -7.40 -4.04 17.43
H -7.12 -5.29 14.78
H -7.79 -6.11 16.30
H -3.94 -5.00 16.59
H -5.19 -5.26 17.97
O -4.59 -6.93 13.51
C -4.88 -6.52 12.35
O -6.09 -5.99 12.23
C -6.28 -5.54 10.93
C -5.35 -6.44 10.15
C -4.18 -6.73 11.07
H -6.16 -4.48 10.72
H -7.27 -5.93 10.71
H -5.09 -5.92 9.23
H -6.00 -7.30 9.94
H -3.39 -5.99 10.88
H -3.74 -7.71 10.91
O -4.34 -7.61 18.18
C -3.46 -7.33 18.99
O -3.69 -6.25 19.79
C -2.63 -6.27 20.73
C -2.27 -7.75 20.85
C -2.30 -8.26 19.43
H -3.16 -5.83 21.58
H -1.78 -5.72 20.33
H -3.06 -8.22 21.43
H -1.35 -7.85 21.44
H -2.61 -9.30 19.36
H -1.46 -8.03 18.78
O -3.73 -9.69 13.78
C -3.68 -10.37 12.76
O -2.60 -10.51 12.00
C -2.84 -11.40 10.94
C -4.35 -11.14 10.72
C -4.92 -10.94 12.09
H -2.62 -12.42 11.27
H -2.18 -11.18 10.09
H -4.81 -11.90 10.08
H -4.49 -10.28 10.06
H -5.32 -11.77 12.67
H -5.66 -10.15 12.12
O -2.63 -9.86 16.59
C -1.40 -10.04 16.56
O -0.71 -10.33 17.64
C 0.68 -10.16 17.34
C 0.76 -10.34 15.75
C -0.56 -9.78 15.31
H 1.26 -10.94 17.85
H 1.15 -9.21 17.58
H 0.89 -11.41 15.58
H 1.57 -9.82 15.25
H -0.79 -10.38 14.43
H -0.50 -8.73 14.99

=====

# 5
86
Properties=species:S:1:pos:R:3 method="wB97M-V/def2-TZVPD" e_above_lowest_ev=0.563 e_lumo_ev="0.1 / -1.0" spin_multiplicity=6 gap_ev="8.21 / 7.04"
Fe -0.51 0.60 0.10
I 5.51 1.29 -4.43
C 3.66 1.20 -3.47
C 2.54 0.80 -4.18
C 1.31 0.76 -3.54
I -0.38 0.13 -4.58
C 1.15 1.14 -2.20
O -0.05 1.12 -1.66
C 2.33 1.50 -1.49
C 2.26 1.85 -0.02
N 1.72 0.74 0.79
C 2.50 -0.49 0.70
C 1.93 -1.47 -0.29
C 2.71 -2.48 -0.84
C 2.14 -3.35 -1.75
C 0.81 -3.16 -2.12
C 0.11 -2.13 -1.54
N 0.65 -1.32 -0.62
C 3.55 1.53 -2.13
H 2.61 0.51 -5.22
H 1.62 2.72 0.15
H 3.27 2.10 0.33
H 1.60 1.04 1.75
H 2.56 -0.96 1.69
H 3.53 -0.27 0.39
H 3.75 -2.57 -0.56
H 2.72 -4.14 -2.19
H 0.33 -3.80 -2.85
H -0.92 -1.91 -1.81
H 4.44 1.82 -1.58
C -1.40 0.02 3.81
C -1.76 -1.10 2.87
O -0.80 -1.15 1.79
H -2.13 0.07 4.62
H -1.41 0.98 3.29
H -0.41 -0.13 4.24
H -2.76 -0.96 2.45
H -1.72 -2.06 3.39
H -1.12 -1.81 1.16
S -1.94 4.19 2.66
C -1.19 3.03 1.84
N -0.61 2.19 1.26
C -4.69 3.67 -3.28
C -3.66 3.60 -2.15
C -3.54 4.95 -1.46
C -2.30 3.14 -2.67
O -4.11 2.68 -1.14
Si -4.35 1.08 -1.13
S -2.67 0.10 -0.26
O -4.61 0.56 -2.64
C -5.16 -0.64 -3.21
C -4.63 -1.87 -2.48
C -4.73 -0.65 -4.66
C -6.68 -0.56 -3.10
O -5.64 0.70 -0.22
C -6.17 1.27 0.99
C -7.13 2.39 0.59
C -5.05 1.82 1.87
C -6.90 0.14 1.69
H -4.36 4.37 -4.04
H -5.65 4.01 -2.89
H -4.82 2.69 -3.73
H -3.16 5.70 -2.16
H -2.87 4.88 -0.61
H -4.52 5.27 -1.10
H -1.89 3.88 -3.36
H -2.39 2.19 -3.20
H -1.61 3.01 -1.84
H -3.54 -1.88 -2.51
H -5.01 -2.78 -2.96
H -4.95 -1.87 -1.43
H -3.64 -0.68 -4.73
H -5.07 0.25 -5.17
H -5.14 -1.52 -5.18
H -6.98 -0.46 -2.05
H -7.14 -1.46 -3.51
H -7.05 0.30 -3.65
H -6.59 3.17 0.06
H -7.60 2.82 1.47
H -7.91 1.99 -0.07
H -4.55 2.66 1.40
H -4.31 1.05 2.07
H -5.47 2.16 2.82
H -7.69 -0.25 1.05
H -7.35 0.50 2.62
H -6.20 -0.67 1.93

=====

# 6
87
Properties=species:S:1:pos:R:3 method="wB97M-V/def2-TZVPD" e_above_lowest_ev=0.000 e_lumo_ev="4.2 / 4.2" spin_multiplicity=5 gap_ev="5.17 / 5.25" total_charge=-2
Fe -0.74 0.34 -0.08
C 0.73 0.75 4.65
Si -0.37 1.31 3.17
C 0.55 2.83 2.61
C -1.99 1.96 3.88
N -0.63 0.06 2.02
C -1.36 -1.04 2.43
C -1.57 -1.38 3.78
C -2.30 -2.49 4.19
C -2.83 -3.33 3.23
C -2.64 -3.01 1.88
C -1.93 -1.89 1.42
N -1.76 -1.56 0.06
Si -2.64 -2.55 -1.06
C -4.51 -2.54 -0.69
C -2.05 -4.37 -1.12
C -2.57 -2.16 -2.90
H 0.30 1.09 5.60
H 1.72 1.18 4.55
H 0.84 -0.34 4.71
H 0.70 3.43 3.51
H 0.00 3.44 1.89
H 1.54 2.61 2.21
H -1.82 2.56 4.77
H -2.68 1.15 4.13
H -2.47 2.58 3.12
H -1.17 -0.73 4.54
H -2.43 -2.69 5.25
H -3.40 -4.21 3.50
H -3.08 -3.68 1.17
H -4.84 -3.37 -0.07
H -5.09 -2.57 -1.62
H -4.78 -1.62 -0.16
H -2.39 -4.99 -0.29
H -0.96 -4.39 -1.11
H -2.39 -4.82 -2.05
H -2.47 -1.12 -3.19
H -3.51 -2.53 -3.31
H -1.77 -2.71 -3.39
C -0.26 2.89 -4.56
O 0.13 1.69 -3.89
P -0.69 0.88 -2.74
O -0.15 -0.56 -3.43
C 0.24 -1.69 -2.68
O -2.17 0.95 -3.40
C -3.30 1.28 -2.60
H -0.86 2.62 -5.43
H 0.66 3.37 -4.89
H -0.82 3.56 -3.91
H -0.06 -2.58 -3.23
H -0.23 -1.75 -1.69
H 1.32 -1.72 -2.56
H -4.17 0.94 -3.16
H -3.36 2.35 -2.43
H -3.27 0.77 -1.64
O -1.33 3.18 -1.93
Se -1.98 3.48 -0.43
O -3.55 3.84 -0.57
O -1.80 2.03 0.41
O -1.09 4.63 0.30
C 1.86 2.66 -0.57
P 1.82 0.86 -0.30
C 2.88 0.54 1.17
C 2.52 -0.51 2.02
C 3.37 -0.87 3.06
C 4.56 -0.20 3.27
C 4.91 0.85 2.42
C 4.08 1.21 1.37
C 3.02 0.30 -1.58
C 3.90 -0.75 -1.32
C 4.73 -1.25 -2.30
C 4.70 -0.71 -3.58
C 3.82 0.33 -3.86
C 2.99 0.83 -2.87
H 1.52 2.86 -1.59
H 2.87 3.07 -0.44
H 1.16 3.18 0.08
H 1.56 -0.99 1.89
H 3.08 -1.68 3.72
H 5.21 -0.47 4.09
H 5.84 1.39 2.58
H 4.38 2.01 0.71
H 3.93 -1.19 -0.33
H 5.41 -2.06 -2.08
H 5.35 -1.10 -4.36
H 3.77 0.75 -4.86
H 2.28 1.60 -3.12

=====

What did we get for largest force on an atom? Answer: 0.9; 3.7; 4.3; 6.1; 0.8; 1.2 eV Å⁻¹, in the order shown.
What did we get for energy? Answer: -2485.2188; -4493.8429; -4667.2033; -2863.1333; -4579.0415; -6656.5248 Eh, in the order shown.